Formula: C3H38NO16
Source: the Open Molecules 2025 dataset
Level of theory: wB97M-V/def2-TZVPD

Computed properties:
total charge: -1
LUMO: 2.293 eV
relative energy (zero: lowest compared OMol25 entry of this formula, charge and spin): 5.156 eV
HOMO-LUMO gap: 9.33 eV

Geometry (Å):
C: 0.88859 1.76968 -2.56497
O: -0.45726 1.58961 -2.33745
C: 1.71492 2.30531 -1.32607
C: 1.05159 3.47306 -0.62785
N: 2.05017 1.17631 -0.44879
H: 0.91485 2.58862 -3.25234
H: 1.46190 0.87428 -2.96743
H: 2.58776 2.54759 -1.97127
H: 1.55631 3.75710 0.23309
H: 0.72101 4.29863 -1.24752
H: 0.09413 3.17247 -0.46777
H: 2.96450 1.39476 0.17329
H: 1.30063 0.96508 0.25518
H: 3.03240 0.26147 2.93987
H: 2.67778 -0.44008 1.73720
O: 3.45082 -0.00915 2.08127
H: -0.36309 4.16309 2.26940
H: 0.70343 5.14131 2.00570
O: -0.21270 5.08630 1.88582
H: 0.71074 -3.85426 1.17825
H: 1.22306 -4.45627 0.03089
O: 1.58057 -4.25588 0.83228
H: -0.46301 -1.43480 -3.90298
H: -1.55525 -0.14547 -3.82398
O: -1.41349 -1.12783 -4.04096
H: -3.47324 -1.84532 -0.97686
H: -4.54941 -0.81641 -0.67547
O: -4.38221 -1.69881 -0.65965
H: -2.05213 0.84655 0.16373
H: -2.41179 -0.23895 1.72844
O: -1.47468 -0.09345 1.42296
H: 0.95561 -0.77092 4.78714
H: -0.08102 0.47255 4.94511
O: 0.77363 0.04699 5.38980
H: -0.64924 -2.36599 0.46764
H: -0.53560 -1.60936 1.84024
O: -0.01149 -2.05312 1.14867
H: 2.31169 -1.08692 -3.99284
H: 1.67495 -2.13893 -4.70538
O: 1.93405 -1.14713 -4.86850
H: -3.07026 -2.57713 0.86724
H: -2.43170 -3.97421 0.67645
O: -2.42566 -3.07651 0.54844
H: -0.64411 1.24151 -1.41719
H: -2.57242 1.95597 -0.50360
O: -2.47543 1.09489 -0.64520
H: 0.35441 1.52848 2.77853
H: -0.91750 0.99309 2.11622
O: -0.54620 1.72326 2.75376
H: 1.83834 -1.81891 -1.90276
H: 2.66247 -0.46443 -2.08080
O: 2.50226 -1.31997 -2.46327
H: -1.18614 -0.54310 -1.42569
H: -0.23588 -1.14216 -0.62070
O: -0.40637 -1.01523 -1.53253
H: -1.36979 -3.15351 3.56786
H: -1.57050 -1.51535 2.98658
O: -1.75501 -2.27842 3.63876

Calculated atomic charges, method Mulliken, unit e: -0.1493, -0.4044, -0.0325, -1.3734, -0.2174, 0.5849, -0.2139, 0.3693, 0.2738, 0.4160, 0.3334, 0.3386, -0.0649, 0.3456, 0.2796, -0.6538, 0.3329, 0.2968, -0.6510, 0.2741, 0.2839, -0.6244, 0.2844, 0.3191, -0.6780, 0.3441, 0.3033, -0.6689, 0.3598, 0.1963, -1.2161, 0.3157, 0.3514, -0.6613, 0.4261, -0.0809, -0.3941, 0.4674, 0.2822, -0.6994, 0.3007, 0.1851, -0.4879, 0.1660, 0.3903, -0.5935, 0.2473, 0.5508, -0.7563, 0.2829, 0.2826, -0.7243, 0.2029, 0.2425, -0.3671, 0.2774, 0.4175, -0.6118